[1]
Molecular formula: C34H104N4O16
Method: DFT, ωB97M-V/def2-TZVPD

```
158
Properties=species:S:1:pos:R:3:forces:R:3:lowdin_charge:R:1
C -2.1594 -14.9268 -23.5990 -1.262 -1.744 -0.045 -0.54
O -1.4492 -14.6727 -22.4433 0.880 1.337 0.999 -0.04
H 7.5428 -20.9705 -31.1283 -0.535 -0.114 0.037 0.07
H 1.6531 -20.0165 -33.4718 0.108 0.158 -0.174 0.03
H 4.9966 -23.0189 -27.8229 -0.048 0.212 -0.211 0.08
H 3.3371 -27.9483 -23.0898 -0.246 -0.468 -0.079 0.08
O -3.2403 -20.1444 -32.5644 -0.126 0.224 0.116 -0.05
H -3.1716 -16.4699 -22.3668 0.032 0.684 0.200 0.07
O 5.8929 -12.8072 -22.7934 0.274 0.210 1.141 -0.03
H 7.8556 -19.8585 -32.3985 0.373 -0.076 -0.307 0.08
H 3.6270 -31.7844 -27.8598 -0.580 0.816 -0.770 0.12
C 5.3551 -29.7242 -28.7255 -0.101 1.637 0.627 -0.15
H 10.9315 -16.4494 -20.5699 -0.281 0.369 0.052 0.08
H 6.5278 -33.6949 -28.3945 0.233 -0.542 0.278 0.07
H -0.6443 -15.1956 -22.4646 0.166 -0.063 0.091 0.09
H 9.2211 -21.9648 -32.1015 0.403 -0.513 -0.185 0.13
C 13.6878 -23.6774 -27.6686 -0.380 -0.887 -0.120 -0.06
O 8.5874 -17.2051 -21.7843 -0.668 0.217 1.206 -0.03
H -3.5924 -20.9734 -32.8882 -0.145 -0.189 -0.072 0.03
H -1.7099 -27.7242 -28.9209 0.079 -0.475 -0.003 0.07
H 1.2532 -18.6417 -17.6123 0.496 -0.167 0.217 0.12
C 4.5993 -31.9512 -28.3235 0.040 -1.137 0.358 -0.18
N 2.2173 -16.7612 -20.3189 -0.259 -0.642 -0.724 0.02
H 0.0949 -20.8280 -25.9962 0.053 0.534 -0.591 0.08
H 5.7553 -31.4865 -23.0006 0.022 -0.612 0.031 0.13
H 1.1179 -15.1661 -30.9430 -0.263 -0.003 0.053 0.03
C 5.0161 -31.5305 -22.2007 -1.154 0.492 1.711 -0.38
H 0.2777 -18.2425 -18.9595 -0.033 0.838 -0.237 0.12
O 1.7265 -19.5780 -19.4584 -1.111 -0.250 0.156 -0.21
H 0.5034 -27.8425 -32.2980 -0.305 -0.399 -0.262 0.08
H -2.1527 -17.1530 -23.5235 0.224 0.051 -0.547 0.07
H 6.4791 -20.8903 -32.5902 -0.053 -0.292 0.109 0.08
C -2.8181 -16.3010 -23.3840 -0.536 -0.367 -0.280 -0.06
O 9.2783 -27.2360 -23.0751 0.169 0.150 -0.176 -0.05
H 1.1771 -29.3935 -31.6523 0.057 0.130 -0.178 0.08
H 14.7234 -25.4638 -25.5058 0.238 -0.234 -0.041 0.07
H 0.6824 -21.8660 -27.3419 -0.343 0.045 -0.091 0.08
C 4.6715 -33.3920 -28.9449 -0.221 0.770 0.560 -0.43
C -0.5497 -28.6119 -30.5794 0.747 0.610 -0.297 -0.49
H -0.4780 -29.5022 -29.9546 -0.015 -0.482 -0.258 0.13
C 4.0777 -32.7912 -22.0748 0.398 1.253 -1.868 -0.05
H -1.1120 -13.7664 -25.0468 0.199 -0.051 -0.007 0.08
H 2.3163 -19.8039 -25.8751 0.113 0.216 -0.003 0.14
C 8.8808 -21.7233 -34.2491 -0.633 -0.777 0.126 -0.05
C 1.8799 -15.9959 -18.1049 1.538 -0.870 0.358 -0.06
H 3.5067 -27.9643 -21.2990 -0.394 0.896 -0.030 0.09
H 7.1436 -12.7381 -24.4037 0.292 -0.483 0.035 0.13
H 0.0018 -27.2828 -28.9691 0.005 -0.079 0.027 0.08
H 3.6106 -30.2399 -23.3009 0.319 0.096 -0.517 0.12
O 1.1450 -20.4350 -32.7769 -0.221 0.074 0.171 -0.05
H 2.8422 -15.5003 -17.9765 -0.199 0.539 0.523 0.07
H 1.4843 -27.7740 -30.9646 0.228 -0.400 0.605 0.07
H 11.8855 -16.6888 -21.9786 -0.171 -0.087 -0.389 0.08
C 9.8907 -17.6058 -22.0240 1.550 -0.528 -3.091 -0.50
C 4.2455 -34.5572 -28.0211 -0.231 1.341 0.008 -0.06
H 1.1498 -22.0838 -25.6882 0.747 -0.101 -0.039 0.07
N 6.0533 -33.5815 -29.2788 0.993 -0.320 -0.556 0.03
C 1.3173 -18.4035 -18.6740 0.091 -0.869 -1.225 -0.17
H 5.2184 -32.0188 -27.4290 0.698 0.317 0.071 0.11
C 13.0713 -24.4877 -26.5094 1.608 -0.096 -1.149 -0.50
H 13.0365 -23.6994 -25.7574 -0.408 -0.543 0.975 0.13
H 13.0538 -22.8279 -27.9225 -0.094 -0.001 0.167 0.07
H 5.0115 -10.6523 -24.2195 -0.304 -0.117 -0.009 0.08
H 6.4048 -13.6084 -22.6608 -0.138 -0.124 0.559 0.09
H 5.5488 -28.9579 -29.4760 0.451 -0.588 -0.588 0.09
H 4.5164 -29.2360 -28.2291 -0.666 -0.587 0.341 0.08
H 1.5009 -16.3355 -17.1410 -0.075 0.459 0.108 0.07
H 1.2228 -15.3018 -18.6288 -0.193 -0.483 0.008 0.08
H 4.0018 -33.4154 -29.8046 0.291 0.030 -0.389 0.13
H 3.5305 -32.6666 -21.1404 0.131 -0.535 -0.015 0.07
H 4.0536 -20.0925 -27.5073 0.495 -0.048 0.226 0.12
H -3.3901 -18.8322 -29.6640 -0.077 -0.115 -0.317 0.02
H 4.6185 -27.0221 -22.4566 0.000 0.126 0.689 0.09
H 3.3427 -30.1760 -21.6307 -0.025 -0.455 0.578 0.11
H 4.2479 -35.5249 -28.5227 0.004 0.242 -0.185 0.08
H 6.6688 -10.4243 -23.8798 0.323 -0.228 -0.081 0.08
H 1.4469 -21.3433 -32.7725 0.072 -0.252 0.022 0.03
C 5.9970 -11.0395 -24.4783 -0.966 0.336 0.748 -0.06
H 8.3312 -27.1772 -22.9500 -0.265 0.010 0.010 0.02
H 14.6766 -23.2955 -27.4149 0.026 -0.173 -0.015 0.08
H 3.1933 -21.3939 -28.2685 0.250 -0.696 -0.144 0.12
C 13.8592 -25.7637 -26.0985 0.386 1.200 0.466 -0.05
H 8.0048 -17.9639 -21.8639 -0.120 -0.077 -0.037 0.10
H 4.8864 -31.5944 -20.2356 -0.072 -0.537 0.473 0.05
O 4.9280 -29.0014 -22.1919 -0.311 -2.141 -1.142 -0.21
H 8.3319 -23.8612 -32.6342 -0.201 -0.414 -0.051 0.08
H 6.1344 -10.8104 -25.5351 0.233 -0.322 0.019 0.08
H 5.2111 -13.0294 -25.9949 0.070 -0.765 -0.331 0.07
H 0.9613 -21.4302 -20.1563 0.467 0.404 -0.401 0.08
O 3.9977 -21.8933 -26.3534 0.652 0.909 -1.603 -0.18
H 13.7183 -24.3210 -28.5478 0.309 0.059 -0.151 0.08
O -1.5607 -28.7006 -31.5601 -1.411 -0.118 0.411 -0.06
H 1.6355 -20.1531 -28.6015 -0.735 0.151 -0.886 0.05
H 10.3055 -18.4633 -21.4942 -0.867 -0.515 0.459 0.13
O 5.1160 -30.9754 -29.2682 -1.110 -1.380 0.604 -0.18
C 0.6134 -20.5032 -19.7006 0.891 0.368 0.815 -0.10
H 9.5634 -27.8963 -22.4435 0.095 -0.176 0.153 0.03
H 2.3311 -15.0706 -31.8436 0.102 0.035 -0.217 0.03
H 6.1631 -29.6821 -27.9951 0.325 -0.368 0.014 0.09
H 5.8881 -30.5306 -20.6642 0.770 0.388 -0.218 0.05
H 3.2447 -34.3154 -27.6634 -0.113 -0.375 0.202 0.07
O 7.6440 -23.1964 -32.7148 0.601 0.474 0.102 -0.05
H 10.4729 -15.5721 -22.0839 0.326 0.238 0.182 0.08
H 6.4346 -32.6898 -29.5608 -0.004 0.158 -0.716 0.06
H 13.2424 -26.4003 -25.4642 -0.103 0.094 0.184 0.07
C -0.8732 -27.4988 -29.5821 -0.205 0.452 -0.352 -0.06
H 4.8061 -20.8899 -23.2272 -0.044 -0.127 -0.304 0.02
H 4.5976 -33.7362 -22.2320 0.197 0.134 0.733 0.08
H -2.0293 -15.1354 -25.6706 0.101 0.024 -0.242 0.08
C 4.0338 -27.9190 -22.2520 0.364 0.019 0.076 -0.13
O 11.8176 -24.9667 -26.9060 -0.805 0.458 0.121 -0.05
C 0.7336 -28.4282 -31.4080 0.415 0.784 0.602 -0.06
C 0.9605 -21.3188 -26.4412 0.064 -1.199 0.365 -0.07
H -0.1937 -20.0736 -20.2939 0.157 0.265 -0.123 0.08
H -2.4531 -18.5050 -28.5208 0.268 -0.004 0.120 0.03
C 4.1531 -30.2521 -22.3556 0.352 0.758 0.020 -0.19
C 9.9612 -18.0341 -23.5601 0.878 -0.201 0.294 -0.06
H 6.1087 -21.9171 -26.9412 -0.376 0.809 -0.212 0.08
C 2.1062 -20.3877 -26.7712 -0.295 1.384 0.436 -0.43
H -1.1913 -26.5696 -30.0549 0.290 0.054 -0.375 0.08
H -2.3072 -20.3141 -32.4350 0.339 -0.002 0.002 0.02
H 4.1566 -13.0911 -24.6400 -0.253 0.000 0.037 0.07
H 5.1456 -14.4854 -24.8318 0.699 0.102 -0.196 0.07
O 2.0750 -15.1709 -30.9268 0.161 -0.043 0.173 -0.06
C 10.8621 -16.4963 -21.6567 -0.497 0.091 0.004 -0.06
H 4.2987 -20.6169 -21.8273 -0.195 -0.007 0.243 0.03
H 0.1897 -20.8706 -18.7659 -0.114 0.363 0.370 0.08
N 5.6706 -31.4963 -20.8645 -0.062 0.457 -0.406 0.02
H 5.4441 -23.2709 -26.1529 -0.082 -0.178 -0.008 0.08
H 9.5614 -17.3851 -24.3393 -0.235 0.715 0.603 0.07
C 5.1909 -22.5022 -26.8831 -0.513 -0.949 1.037 -0.11
H -3.7143 -16.3945 -23.9974 0.143 -0.313 -0.360 0.07
H 2.9431 -16.0761 -20.4730 0.065 0.308 0.068 0.07
H 9.2305 -22.6769 -34.6448 0.415 -0.092 0.160 0.07
C 3.4230 -20.9563 -27.2970 -0.664 -0.467 1.093 -0.20
H 10.9939 -18.1959 -23.8688 0.271 -0.027 0.179 0.06
C 6.1104 -12.5215 -24.1321 0.165 -0.490 -2.154 -0.53
H 4.9238 -34.6190 -27.1700 -0.017 -0.006 0.146 0.07
H 2.1232 -18.7360 -28.1508 0.453 0.296 0.540 0.07
H -2.9946 -14.2379 -23.7251 0.113 0.463 0.621 0.13
H 2.4853 -17.5364 -20.9083 -0.065 -0.222 -0.343 0.06
H 9.4799 -18.9876 -23.7776 -0.237 -0.195 0.525 0.06
C 2.2887 -17.2259 -18.9364 -1.749 -0.150 -0.622 -0.43
H 3.2994 -17.6116 -18.8027 0.099 0.102 0.968 0.13
C 7.5017 -20.8726 -32.2132 -0.159 0.467 0.116 -0.07
H -1.3026 -29.3129 -32.2530 0.127 -0.080 0.086 0.09
H 14.1739 -26.3953 -26.9292 -0.040 0.356 -0.238 0.08
H 3.3501 -32.7881 -22.8863 -0.270 0.153 -0.051 0.07
H -0.4770 -15.4345 -24.9056 0.087 -0.033 0.174 0.08
O -3.3788 -18.5060 -28.7641 -0.174 0.089 0.159 -0.05
H 8.0612 -21.5088 -34.9349 -0.300 0.334 0.239 0.07
C 5.1458 -13.4046 -24.9736 -0.382 1.849 0.247 -0.05
H 11.5832 -25.5009 -26.1436 -0.762 -0.238 -0.187 0.08
C 8.3768 -21.9639 -32.7909 0.126 0.944 -0.805 -0.48
C -1.3696 -14.8101 -24.8662 -0.119 -0.010 -0.568 -0.06
O 4.9675 -20.3461 -22.4562 0.220 0.173 0.038 -0.05
H 9.6585 -20.9781 -34.4161 -0.046 0.060 0.470 0.07
N 1.5421 -19.5001 -27.8367 0.220 -0.880 0.121 0.03
```
Positions in Å, forces in eV/Å.

The value obtained for the energy is -75658.29506 eV. As for the spin multiplicity: 1.



[2]
Molecular formula: C26H43Cl3O2P2Tb
Method: DFT, ωB97M-V/def2-TZVPD

```
77
Properties=species:S:1:pos:R:3:forces:R:3:lowdin_spin:R:1
H 3.5408 -2.2163 1.4336 -0.043 0.139 -0.280 0.00
H -2.3674 -2.0196 -2.3648 -0.114 0.016 -0.403 0.00
H -0.2464 4.9538 3.0408 -0.253 -0.196 0.084 0.00
C -0.2538 2.8862 3.5938 1.511 -0.319 0.463 -0.01
H 0.1956 -2.8951 -3.5979 0.364 0.593 -0.540 0.00
H -1.1845 3.7909 -5.9360 -0.068 0.180 0.235 0.00
H 0.7315 -3.1120 -1.8024 -0.045 0.565 0.393 0.00
C -2.2798 -1.7623 -3.4307 -0.118 -0.205 -0.009 0.00
H 1.4337 -1.5692 -3.5741 -0.599 -0.485 -0.461 0.00
C 1.7291 -0.5798 -1.4760 0.648 0.565 1.142 0.00
H -2.0824 2.9471 5.6735 0.063 -0.328 0.295 0.00
C 0.4689 -3.1629 0.3693 -0.374 -0.537 -0.049 0.00
H 0.6466 -0.1111 6.1679 -0.077 0.101 -0.302 0.00
O -3.2077 -0.6889 4.6096 1.474 -1.266 -2.855 0.00
H 1.7131 0.4465 -1.8865 0.101 -0.581 0.086 0.00
C 3.2828 -2.5315 -0.7350 0.708 -0.701 0.028 0.00
H -3.1954 -1.2387 -3.7481 0.290 -0.188 0.152 0.00
C -1.1694 -0.2125 -5.4813 -0.146 -0.218 0.054 0.00
H 0.2919 -0.7511 0.1198 0.128 -0.138 -0.652 0.00
C -0.6548 1.8760 4.5139 1.042 0.133 -0.054 -0.02
H 1.4010 1.4713 -4.4111 -0.095 0.079 -0.085 0.00
H -0.4055 -0.5602 -1.5371 0.853 -0.323 0.708 0.00
C 0.9901 0.9798 3.1610 0.275 1.094 0.815 -0.01
C 0.1320 0.7158 4.2697 0.632 1.087 0.103 -0.06
P -0.8176 -0.6859 -3.7230 -0.084 -0.039 -1.070 0.00
C 2.9173 -1.1624 -1.2641 0.268 0.788 -0.213 0.00
C -1.6303 1.9484 5.6297 -0.641 -0.142 0.087 0.00
H -1.0072 4.6467 -4.3713 -0.160 0.030 -0.118 0.00
H 2.8748 -3.3435 -1.3861 0.219 0.644 0.458 0.00
H 0.6532 -2.0472 -5.1333 -0.118 -0.043 0.662 0.00
P -0.9596 2.2189 -4.0691 -0.043 0.803 -1.482 0.00
H 4.3859 -2.5888 -0.8334 -0.582 -0.194 -0.067 0.00
C 1.9383 0.0098 2.5755 0.434 -0.507 -0.282 0.00
H -0.3618 -3.8072 0.7208 0.216 1.273 0.719 0.00
H -0.2691 -0.3758 -6.0925 -0.250 0.196 0.264 0.00
C 1.4986 3.0110 1.6307 0.111 0.213 -0.234 0.00
H 1.8886 -0.0129 1.4815 0.150 -0.019 0.001 0.00
C 0.4173 -1.0631 -0.9564 -1.222 0.042 -0.354 0.00
C 2.9830 -2.8737 0.7510 0.408 1.015 -0.586 0.00
H -2.5654 3.8916 -4.8095 0.126 0.134 -0.025 0.00
C -2.6441 -1.2716 3.6612 -0.539 0.951 1.827 0.00
H -2.1489 -2.6767 -4.0322 -0.298 0.211 0.270 0.00
H -1.9372 -0.9093 -5.8334 0.136 0.109 -0.289 0.00
H 0.9128 3.8550 1.2303 0.352 -0.222 0.035 0.00
C 0.7758 2.3107 -4.7363 0.172 -0.047 0.423 0.00
C -1.4772 3.7992 -4.8786 -0.026 0.247 0.250 0.00
C 0.1827 -2.5920 -0.9979 0.076 -0.669 -0.244 0.00
H -1.3267 1.7443 -6.4475 -0.159 -0.180 0.307 0.00
C -1.6428 1.2368 -5.5217 -0.201 -0.056 0.255 0.00
C 0.7863 2.3403 2.7528 0.212 0.055 1.722 0.00
C 1.5511 -2.9074 1.1308 -1.098 -0.330 0.603 0.00
H 3.7980 -0.5498 -1.5346 -0.532 -0.421 -0.084 0.00
H 1.2255 3.2334 -4.3451 -0.002 -0.212 -0.131 0.00
H 0.7667 2.3554 -5.8353 0.009 0.001 0.319 0.00
H 2.4629 3.3971 2.0152 -0.404 -0.086 -0.400 0.00
O -1.9971 -0.7057 2.6523 -0.883 -0.056 0.857 -0.02
C -0.9424 4.1838 3.4019 0.221 0.556 -0.123 0.00
C -2.5729 -2.8474 3.6428 0.060 0.443 0.034 0.00
Cl -3.4425 -3.5577 5.0030 0.162 0.216 -0.428 0.00
H -1.7443 4.1150 2.6449 -0.179 0.139 0.016 0.00
H 2.9856 0.1904 2.8491 -0.218 0.203 -0.018 0.00
H 1.6955 -0.9921 2.9253 0.051 0.087 -0.052 0.00
Cl -0.8291 -3.2960 3.7791 -0.652 -0.049 -0.266 0.00
C 0.1974 -0.4168 5.2106 -0.210 -0.811 0.142 -0.01
Cl -3.2712 -3.3806 2.0935 0.246 -0.054 0.314 0.00
Tb -1.1781 1.2288 2.1997 -2.790 -2.298 -1.794 6.12
H -2.4173 1.1965 5.4385 0.115 0.409 0.350 0.00
H 3.4044 -3.8740 0.9775 -0.325 0.313 -0.241 0.00
H 0.7940 -1.2369 4.8096 -0.080 0.071 0.143 0.00
H -1.1586 1.6742 6.5977 -0.226 0.357 -0.577 0.00
H 1.7195 2.2980 0.8172 0.027 0.327 0.163 0.00
H 1.3417 -2.7117 2.1936 0.279 -1.545 -0.096 0.00
C 0.4874 -1.9194 -4.0438 0.689 -0.824 -0.058 0.00
H -2.7398 1.2949 -5.4764 0.203 -0.005 0.000 0.00
H -0.8863 -2.7640 -1.2423 0.657 -0.066 0.354 0.00
H -1.3849 4.5367 4.3381 -0.050 -0.048 -0.272 0.00
H -0.8022 -0.8031 5.4383 0.214 0.023 0.068 0.00
```
Positions in Å, forces in eV/Å.

The value obtained for the energy is -110323.70955 eV. The calculation puts the energy above the lowest of the compared OMol25 structures with the same formula, charge and spin at 0.5412 eV. As for the spin multiplicity: 7. As for the total charge: +1.



Q: Which of these has the highest energy?
A: C34H104N4O16



Q: Among the records above, which one has the lowest spin multiplicity?
A: C34H104N4O16



Q: Which value of spin multiplicity does entry 2 give?
A: 7